{
  "formula": "C9H28IN6O5",
  "method": "the ωB97M-V functional and the def2-TZVPD basis",
  "total_charge": -1,
  "max_force_ev_per_a": 3.31,
  "orbital_gap_ev": 8.78,
  "relative_energy_kcal_mol": 19.6,
  "symbols": ["I", "C", "C", "C", "O", "H", "H", "H", "H", "H", "H", "H", "H", "C", "C", "C", "O", "H", "H", "H", "H", "H", "H", "H", "H", "C", "O", "N", "N", "H", "H", "H", "H", "C", "O", "N", "N", "H", "H", "H", "H", "C", "O", "N", "N", "H", "H", "H", "H"],
  "positions_angstrom": [[-7.1747, 8.1023, -4.8086], [-10.8361, 5.1002, -2.0076], [-9.5648, 5.8342, -1.5688], [-9.2979, 5.3908, -0.1037], [-8.3979, 5.4162, -2.2902], [-11.0160, 5.3150, -3.0635], [-11.6909, 5.2552, -1.3524], [-10.6696, 4.0195, -2.0088], [-9.7011, 6.9131, -1.6654], [-8.7698, 4.4424, -0.0625], [-10.2514, 5.4081, 0.4271], [-8.7342, 6.1576, 0.4341], [-8.3011, 6.0528, -3.0106], [-6.4598, 13.8369, -4.8685], [-7.1232, 12.4908, -5.0004], [-7.6786, 12.0631, -6.3810], [-6.1665, 11.5114, -4.5131], [-5.6481, 13.9508, -5.5951], [-5.9999, 14.0023, -3.8969], [-7.1477, 14.6280, -5.1743], [-7.8649, 12.4044, -4.2006], [-8.5394, 11.4198, -6.2025], [-6.9113, 11.4896, -6.9014], [-7.9636, 12.8782, -7.0476], [-6.6805, 10.7003, -4.3868], [-10.0743, 10.6741, -2.8730], [-10.7163, 11.6934, -2.6255], [-10.1560, 9.9377, -3.9859], [-9.0802, 10.2175, -2.0542], [-10.5805, 10.3850, -4.7810], [-9.6104, 9.0997, -4.1112], [-8.9117, 10.6691, -1.1748], [-8.5198, 9.4557, -2.4006], [-5.1876, 7.1926, -0.9794], [-4.2855, 7.0175, -0.1412], [-6.2965, 7.9166, -0.8448], [-5.1838, 6.4467, -2.1174], [-6.4543, 8.4260, 0.0085], [-7.0934, 7.4186, -1.2188], [-4.4279, 5.7829, -2.1284], [-5.5919, 6.7317, -2.9977], [-5.8197, 4.6181, -6.8080], [-5.5505, 3.5354, -7.3338], [-5.0392, 5.2698, -5.9637], [-6.9349, 5.3469, -7.1392], [-4.2830, 4.7797, -5.5188], [-5.1689, 6.2480, -5.7606], [-7.1446, 6.2256, -6.6823], [-7.6711, 4.8942, -7.6492]],
  "forces_ev_per_a": [[-0.185, -0.083, 0.197], [0.679, -0.464, -1.023], [0.162, -1.622, 1.378], [-0.398, 1.739, -0.126], [-0.705, 0.654, -0.112], [-0.525, 0.287, 0.118], [-0.057, 0.491, -0.213], [0.301, -0.017, 0.241], [-0.007, 0.090, 0.147], [-0.210, -0.069, -0.050], [-0.012, -0.580, 0.072], [0.470, -0.184, -0.132], [0.344, -0.155, -0.391], [0.361, 0.372, -1.343], [0.407, -1.016, 1.217], [0.322, 0.234, 0.580], [-0.057, 0.330, -0.605], [0.137, -0.324, -0.037], [-0.414, -0.029, 0.159], [-0.177, 0.083, 0.510], [-0.772, 0.549, -0.520], [0.008, -0.080, -0.240], [0.021, -0.071, 0.085], [-0.124, 0.202, 0.251], [0.353, -0.191, -0.033], [0.821, 1.245, 1.124], [-0.061, -0.504, -0.297], [-1.094, -0.220, -1.253], [-0.221, -0.351, 0.276], [-0.079, -0.287, 0.047], [0.182, 0.170, -0.267], [0.049, -0.071, -0.099], [0.434, 0.119, 0.366], [2.339, -2.221, 0.761], [-0.941, 0.971, -0.484], [-1.770, 1.210, 0.220], [0.532, -0.485, -0.413], [0.226, -0.198, 0.058], [-0.151, 0.371, -0.056], [-0.007, 0.123, -0.238], [-0.187, 0.142, 0.202], [-1.214, -0.567, -2.100], [-0.262, 0.198, 0.742], [1.807, 0.628, 1.617], [-0.287, -0.077, -0.309], [0.036, 0.069, -0.287], [-0.218, -0.098, 0.209], [-0.052, -0.248, 0.125], [0.196, -0.060, -0.073]]
}